DFT (the ωB97M-V functional and the def2-TZVPD basis) results for a 2-piece molecular cluster, C4H9NO overall.

Positions of all 15 atoms, in Å:
C (-1.404, 0.827, 0.123)
C (-1.140, -0.610, -0.321)
C (0.163, -1.183, 0.236)
N (1.337, -0.496, -0.260)
C (1.757, -0.119, -1.324)
O (2.272, 0.298, -2.296)
H (-2.344, 1.198, -0.297)
H (-1.476, 0.894, 1.215)
H (-0.603, 1.501, -0.201)
H (-1.111, -0.672, -1.418)
H (-1.960, -1.263, 0.007)
H (0.251, -2.247, -0.013)
H (0.172, -1.102, 1.328)
H (1.970, 1.203, 1.381)
H (2.115, 1.772, 1.840)

Its strongest force on any atom is 0.71 eV Å⁻¹. Its LUMO energy is 0.88 eV. As for the charge: 0. As for the SMILES: CCCN=C=O.[H][H].

***

DFT (the ωB97M-V functional and the def2-TZVPD basis) results for one molecule with the formula C4H9NO.

Positions of all 15 atoms, in Å:
C (-1.534, -0.834, 1.546)
C (-0.748, -1.104, 0.264)
C (0.384, -0.099, 0.113)
O (1.147, 0.136, 1.038)
N (0.531, 0.495, -1.103)
C (1.598, 1.452, -1.310)
H (-2.148, 0.068, 1.451)
H (-2.194, -1.671, 1.793)
H (-0.832, -0.682, 2.370)
H (-0.271, -2.089, 0.329)
H (-1.406, -1.124, -0.614)
H (-0.180, 0.382, -1.808)
H (1.333, 2.452, -0.948)
H (2.470, 1.112, -0.748)
H (1.850, 1.507, -2.372)

Its strongest force on any atom is 0.32 eV Å⁻¹. Its LUMO energy is 0.93 eV. As for the charge: 0. As for the SMILES: CCC(=O)NC.

***

DFT (the ωB97M-V functional and the def2-TZVPD basis) results for one molecule with the formula C4H9NO at a distorted geometry.

Positions of all 15 atoms, in Å:
C (1.084, -0.055, 0.464)
C (0.287, 1.230, 0.061)
C (-0.105, -0.105, -0.384)
C (-1.436, -0.615, 0.216)
H (3.127, -0.077, 0.111)
H (2.351, -1.158, -0.917)
H (1.058, -0.479, 1.446)
H (0.869, 1.813, -0.714)
H (-0.486, 1.807, 0.681)
H (-0.006, -0.335, -1.453)
H (-1.760, -1.679, -0.038)
H (-1.450, -0.301, 1.220)
H (-3.267, -0.166, -0.004)
N (2.190, -0.179, -0.339)
O (-2.457, 0.300, -0.350)

Its strongest force on any atom is 6.81 eV Å⁻¹. Its LUMO energy is 1.02 eV. As for the charge: 0. As for the SMILES: N[C@H]1C[C@@H]1CO.